No. 1
Computed, not measured: one molecule with the formula C14H14O5, with ωB97M-V/def2-TZVPD.

```
33
Properties=species:S:1:pos:R:3:nbo_charge:R:1
C -3.489 -2.870 -0.753 -0.64
C -4.387 -1.638 -0.819 -0.06
O -4.141 -0.726 0.230 -0.50
C -3.020 0.051 0.204 0.28
C -2.783 0.803 1.357 -0.24
C -1.692 1.634 1.443 -0.22
C -0.800 1.745 0.377 0.25
C -1.036 1.011 -0.774 -0.24
C -2.136 0.168 -0.859 -0.30
H -2.279 -0.386 -1.773 0.21
H -0.373 1.071 -1.623 0.21
O 0.253 2.604 0.570 -0.48
C 1.250 2.684 -0.414 -0.11
C 1.960 1.384 -0.657 0.29
C 2.565 0.895 -1.789 -0.33
C 3.072 -0.369 -1.443 -0.21
C 2.737 -0.565 -0.123 0.11
C 2.985 -1.698 0.763 0.74
O 2.647 -1.787 1.914 -0.57
O 3.659 -2.677 0.127 -0.69
H 3.808 -3.413 0.741 0.50
O 2.066 0.510 0.345 -0.36
H 3.607 -1.055 -2.067 0.24
H 2.633 1.383 -2.740 0.23
H 1.959 3.424 -0.024 0.22
H 0.850 3.057 -1.368 0.19
H -1.501 2.211 2.334 0.23
H -3.475 0.711 2.179 0.23
H -5.431 -1.934 -0.680 0.19
H -4.299 -1.143 -1.795 0.17
H -3.619 -3.369 0.204 0.22
H -2.442 -2.592 -0.853 0.21
H -3.750 -3.560 -1.551 0.21
```

Summary:
E_LUMO   0.023 hartree
Gap between HOMO and LUMO   8.56 eV
Energy   -24981.7998 eV
Net charge   0
HOMO level   -0.2920 Eh

---

No. 2
Computed, not measured: an isolated ion of composition C5H10N3O and charge +1, with ωB97M-V/def2-TZVPD.

```
19
Properties=species:S:1:pos:R:3:nbo_charge:R:1
C -1.857 -0.230 -2.232 -0.09
C -1.662 1.038 -2.537 0.07
C -0.407 0.652 -0.880 0.76
C 1.516 0.309 2.183 -0.66
C 1.085 -0.297 0.849 0.11
N -1.061 -0.503 -1.086 -0.55
N 0.500 0.835 0.068 -0.58
N 0.315 -1.533 0.869 -0.88
O -0.783 1.623 -1.688 -0.36
H -2.388 -0.929 -2.840 0.26
H -2.246 1.684 -3.214 0.25
H 0.526 0.688 2.682 0.21
H 2.160 1.248 2.063 0.24
H 2.032 -0.397 2.939 0.26
H 2.093 -0.586 0.304 0.21
H 0.612 1.700 0.474 0.43
H 0.726 -2.493 0.998 0.43
H -0.779 -1.420 -0.573 0.50
H -0.381 -1.389 1.621 0.38
```

Summary:
E_LUMO   -0.103 hartree
Gap between HOMO and LUMO   10.60 eV
Energy   -11857.7157 eV
Net charge   +1
HOMO level   -0.4922 Eh

---

No. 3
Computed, not measured: a 2-piece molecular cluster, C15H25ClNO7S overall, with ωB97M-V/def2-TZVPD.

```
50
Properties=species:S:1:pos:R:3:nbo_charge:R:1
C -2.179 1.447 0.344 -0.64
C -0.622 1.782 0.559 -0.42
C 0.191 1.562 -0.841 -0.41
C 0.255 -0.026 -1.082 -0.43
C 1.684 -0.570 -1.575 -0.41
C 2.917 -0.143 -0.632 -0.39
C 3.403 -1.358 0.351 0.03
C 4.335 -0.606 1.464 -0.67
S 4.781 -1.639 2.926 1.86
O 5.589 -0.759 3.885 -0.96
O 3.623 -2.190 3.703 -0.86
N 4.153 -2.291 -0.530 -0.62
C 4.472 -3.588 0.102 -0.32
C 3.967 -4.868 -0.769 0.59
O 3.885 -4.849 -2.015 -0.52
Cl 3.526 -6.369 0.229 -0.12
C 2.042 -1.953 0.962 0.73
O 1.463 -1.222 1.855 -0.74
O 1.443 -3.127 0.573 -0.79
H -2.517 0.674 1.139 0.21
H -2.822 2.387 0.493 0.19
H -2.412 0.944 -0.666 0.23
H -0.206 0.976 1.275 0.24
H -0.415 2.805 1.029 0.19
H -0.407 2.129 -1.657 0.19
H 1.212 2.078 -0.789 0.19
H -0.531 -0.279 -1.896 0.20
H -0.082 -0.637 -0.159 0.25
H 1.866 -0.100 -2.620 0.18
H 1.583 -1.694 -1.737 0.26
H 2.736 0.797 -0.013 0.22
H 3.810 0.045 -1.348 0.19
H 5.223 -0.140 0.917 0.24
H 3.700 0.280 1.851 0.30
H 5.686 -2.612 2.474 0.01
H 5.076 -1.860 -0.744 0.35
H 5.621 -3.727 0.170 0.20
H 4.067 -3.751 1.154 0.25
O -4.630 1.127 -1.104 -0.54
C -5.498 1.944 -0.956 0.78
O -5.419 3.231 -1.396 -0.49
C -6.573 3.955 -0.957 -0.07
C -7.625 2.903 -0.690 -0.43
C -6.797 1.722 -0.229 -0.53
H -6.310 4.518 -0.057 0.18
H -6.884 4.656 -1.734 0.19
H -8.377 3.221 0.034 0.22
H -8.140 2.648 -1.622 0.21
H -6.612 1.750 0.847 0.24
H -7.251 0.775 -0.517 0.24
```

Summary:
E_LUMO   0.078 hartree
Gap between HOMO and LUMO   6.85 eV
Energy   -55138.1504 eV
Net charge   -1
HOMO level   -0.1741 Eh

---

No. 4
Computed, not measured: one molecule with the formula C5H9N, with ωB97M-V/def2-TZVPD.

```
15
Properties=species:S:1:pos:R:3:nbo_charge:R:1
C -0.080 -0.689 -1.818 -0.67
C -0.029 0.075 -0.476 0.02
C -1.002 -0.287 0.631 -0.28
N 0.077 0.226 1.543 -0.41
C 1.073 -0.239 0.518 -0.28
C 0.018 1.538 1.024 -0.16
H 0.776 -0.503 -2.477 0.22
H -0.991 -0.525 -2.405 0.22
H -0.057 -1.784 -1.619 0.22
H -1.944 0.269 0.703 0.19
H -1.191 -1.361 0.755 0.18
H 1.323 -1.304 0.617 0.18
H 1.989 0.361 0.487 0.19
H 0.925 2.130 1.206 0.19
H -0.888 2.092 1.310 0.19
```

Summary:
E_LUMO   0.033 hartree
Gap between HOMO and LUMO   9.38 eV
Energy   -6816.4932 eV
Net charge   0
HOMO level   -0.3112 Eh

---

No. 5
Computed, not measured: one molecule with the formula Cl2O2S2, with ωB97M-V/def2-TZVPD.

```
6
Properties=species:S:1:pos:R:3:nbo_charge:R:1
O 1.462 0.987 0.199 -0.87
O -1.504 0.939 -0.217 -0.85
S 0.989 -0.214 -0.520 1.07
S -0.901 -0.180 0.530 1.10
Cl 1.913 -1.869 0.230 -0.20
Cl -1.973 -1.893 -0.230 -0.26
```

Summary:
E_LUMO   -0.040 hartree
Gap between HOMO and LUMO   9.16 eV
Energy   -50808.7311 eV
Net charge   0
HOMO level   -0.3763 Eh